42
Properties=species:S:1:pos:R:3:forces:R:3:mulliken_spin:R:1 method="wB97M-V/def2-TZVPD" s_squared=16.65 spin_multiplicity=8 charge=-2 homo_energy_ev="2.648 / 0.068" gap_ev="1.82 / 4.23" energy_ha=-2325.23658
C 0.420470 -0.455685 -3.512825 0.9917 -1.6714 -2.6997 0.71
I 4.703950 0.163593 -0.962990 2.5775 -0.9695 -0.5709 -0.64
H 0.502420 -0.147364 -4.578277 -0.6930 0.1928 0.4457 -0.03
H -0.523271 -0.948265 -3.264789 0.0924 0.3979 0.0267 -0.02
H 1.257355 -1.163487 -3.414464 -0.3056 0.5202 0.6016 -0.03
C 0.493735 -1.538299 3.048596 -0.0128 0.5674 0.3765 0.59
C 1.188693 -0.387221 3.115585 0.5219 -0.9462 1.1890 0.02
N 1.519827 0.042294 1.849272 -0.3745 -0.0291 0.5956 0.48
C 0.744740 -0.725139 0.974312 -1.2011 -0.7822 -1.5592 -0.94
N 0.281571 -1.749067 1.710916 -0.9802 -1.3409 0.2295 -2.03
H 0.151438 -2.211675 3.825184 -0.0116 0.2354 -0.3052 0.20
H 1.593318 0.080446 4.001795 -0.0108 0.0095 -0.2777 -0.03
C -3.111340 0.791136 -0.530132 0.7480 0.5620 -1.0527 -0.12
C -0.998264 0.000323 -0.836857 1.3480 -0.3359 1.9891 0.50
N -2.247167 -0.268434 -0.303147 -0.0526 -0.2061 0.6072 -2.25
H -2.867817 2.506429 -1.888462 0.3743 0.0268 0.0829 0.06
N -1.163930 1.180007 -1.547330 -0.0987 -0.8082 -0.9896 0.27
H -4.077548 0.832643 -0.033093 0.3035 -0.0124 -0.4849 0.10
Gd 2.201843 1.322261 -0.556208 -0.7951 1.9723 -2.1123 7.57
C 0.314599 -0.535407 -0.457660 -1.9379 0.0454 2.5719 0.32
O 1.354041 -0.543673 -1.243324 1.7643 0.0225 -1.6225 0.23
C -2.465945 1.638191 -1.389152 -0.8007 -0.5117 0.7088 0.40
C -0.181072 1.683937 -2.467294 -0.6897 1.4460 0.4652 0.11
H 0.526006 2.433074 -2.041543 -0.5183 -0.4041 -0.3022 -0.19
H -0.709512 2.095695 -3.331285 0.3350 0.0133 -0.0433 0.01
H 0.529469 0.666300 -2.887795 -0.5130 -0.2127 -0.1767 0.03
C -2.771877 -1.487560 0.313087 -0.0722 -0.2147 0.3146 1.59
H -3.867250 -1.570520 0.124086 0.7842 0.2487 -0.0139 -0.58
H -2.637237 -1.454359 1.413818 -0.0191 -0.2279 -0.4471 0.27
H -2.307200 -2.400362 -0.108341 -0.1600 0.6774 0.1622 0.20
C -0.260880 -3.051048 1.263452 -0.0356 -0.0238 -0.0960 0.74
H 0.277873 -3.890060 1.736477 0.1978 0.6345 -0.1250 -0.31
H -0.182307 -3.138994 0.169085 -0.0695 0.1884 0.4706 0.13
H -1.301077 -3.164145 1.597622 0.1789 0.1031 -0.2112 0.49
C 2.787838 0.840694 1.866856 0.4022 -0.1581 1.0778 0.50
H 3.575410 0.542493 1.096668 -0.9687 0.2177 0.9283 -0.26
H 3.280638 0.534529 2.809326 -0.0548 0.2186 -0.3516 -0.22
H 2.557690 1.921062 1.973272 0.2452 -0.5272 -0.3528 0.05
Cl 1.439247 3.941170 0.812504 0.7303 1.4601 0.5046 -0.18
C 0.396893 2.590074 0.465601 -1.4608 -1.2401 -0.0178 -1.08
H -0.001477 2.126590 1.382933 0.0014 0.5843 -0.1150 0.10
H -0.423893 2.897821 -0.195477 0.2395 0.2780 0.5795 0.21